Entry from the OMol25 dataset: a molecular structure, C37H43O3SiYb in a non-equilibrium geometry (ωB97M-V/def2-TZVPD).

```
! RIJCOSX wB97M-V def2-TZVPD def2/J DEFGRID3
* xyz 0 2
O -1.04433 -3.60738 -0.83172
C -1.36396 -3.46000 0.56578
C -0.88762 -4.84872 0.95222
H -2.47069 -3.34016 0.59965
H -0.91472 -2.62053 1.16165
C -0.26725 -4.81974 -0.58114
H -1.53927 -5.76491 0.93719
H -0.18827 -4.91366 1.82765
C -0.84956 -5.74730 -1.66964
H -1.95907 -5.70947 -1.79577
H -0.56431 -6.77002 -1.45941
H -0.53965 -5.38289 -2.67205
C 1.19878 -4.78496 -0.19119
H 1.25133 -4.55663 0.88900
H 1.85380 -4.05694 -0.67249
H 1.55568 -5.80310 -0.35640
Yb -0.51537 -0.05007 0.44325
C 2.00282 -0.15934 1.48955
C 1.12921 0.40360 2.46696
C 0.30043 -0.63239 2.96930
H 1.15304 1.42580 2.83705
C 0.68724 -1.83760 2.31315
C 1.73705 -1.54291 1.41069
H 2.28320 -2.28217 0.82677
H 2.78232 0.36529 0.93481
H -0.44083 -0.54345 3.76847
H 0.30202 -2.83503 2.51870
C 1.75415 -0.03191 -1.70717
C 2.17142 -1.34440 -1.41790
C 1.18595 -2.22492 -1.90693
H 3.10402 -1.63377 -0.91821
C 0.07586 -1.46076 -2.29416
C 0.45169 -0.10121 -2.26059
H -0.13191 0.72212 -2.68790
H 2.38501 0.85094 -1.58676
H 1.32153 -3.29422 -2.08883
H -0.88334 -1.86481 -2.62584
O -3.92928 -3.58735 -0.03275
C -3.81807 -5.03737 -0.00242
C -5.15864 -5.68499 0.26798
H -3.31093 -5.38461 0.93322
H -3.33028 -5.36683 -0.93625
C -5.99960 -4.49132 0.79949
H -4.92770 -6.43382 1.05235
H -5.48816 -6.22652 -0.61620
C -5.21553 -3.19970 0.56917
H -6.15990 -4.58467 1.87282
H -6.98178 -4.46593 0.32306
H -4.92754 -2.70353 1.52004
H -5.72055 -2.50240 -0.12282
O 0.16083 1.85686 -0.06372
Si 0.87648 3.29055 -0.17762
C 0.39792 4.21596 -1.74044
C 0.81259 3.72189 -2.98468
C 0.58748 4.47071 -4.14666
C -0.11296 5.67698 -4.08152
C -0.60736 6.12496 -2.85131
C -0.35744 5.39436 -1.68247
C 0.31795 4.32746 1.27227
C 0.90974 5.57509 1.48775
C 0.52691 6.33609 2.59972
C -0.43291 5.84227 3.49044
C -1.03925 4.60726 3.25138
C -0.67244 3.84313 2.13958
C 2.76312 3.28963 -0.04470
C 3.61500 3.39897 -1.15521
C 5.00869 3.33834 -1.00366
C 5.57511 3.23844 0.26980
C 4.73928 3.21645 1.39256
C 3.34924 3.20949 1.22820
H 1.33473 2.75755 -3.06235
H 0.94391 4.09278 -5.09973
H -0.31705 6.24345 -4.99187
H -1.21072 7.02990 -2.80188
H -0.74991 5.75332 -0.72590
H 1.66473 5.95480 0.79630
H 0.99078 7.31000 2.75856
H -0.70536 6.42642 4.36911
H -1.80019 4.22776 3.93141
H -1.15568 2.87410 1.95258
H 3.21083 3.51766 -2.16437
H 5.65235 3.33076 -1.88576
H 6.66064 3.13709 0.38530
H 5.17554 3.15603 2.39385
H 2.72900 3.14011 2.12961
*
```

As for the HOMO-LUMO gap (alpha / beta): 5.30 / 5.30 eV. Its total energy is -3109.4311 hartree.